## a
{"formula": "C3H4N2", "method": "ωB97M-V/def2-TZVPD", "species": ["N", "C", "C", "C", "N", "H", "H", "H", "H"], "xyz": [[1.771, 0.859, -0.527], [1.810, -0.380, -0.151], [0.417, 0.049, -0.023], [-0.959, -0.343, -0.300], [-0.508, 0.178, 1.030], [0.652, 1.275, -0.523], [-1.637, 0.323, -0.828], [-1.165, -1.407, -0.403], [-0.381, -0.555, 1.726]], "lowdin_charge": [0.10, -0.05, -0.52, -0.07, 0.07, 0.15, 0.10, 0.11, 0.10], "homo_ev": -9.32, "orbital_gap_ev": 10.24}

## b
{"formula": "C3H4N2", "method": "ωB97M-V/def2-TZVPD", "species": ["N", "C", "C", "C", "N", "H", "H", "H", "H"], "xyz": [[0.567, 1.355, 0.090], [0.027, 0.499, 0.880], [-0.434, -0.778, 0.374], [-0.158, -0.764, -0.953], [0.310, -0.156, -1.921], [0.846, 2.211, 0.559], [-0.118, 0.672, 1.951], [-0.912, -1.562, 0.938], [-0.129, -1.478, -1.918]], "lowdin_charge": [0.06, -0.28, -0.11, -0.35, 0.25, 0.05, 0.11, 0.08, 0.19], "homo_ev": -8.32, "orbital_gap_ev": 8.02}

## c
{"formula": "C3H4N2", "method": "ωB97M-V/def2-TZVPD", "species": ["N", "C", "C", "C", "N", "H", "H", "H", "H"], "xyz": [[2.166, -0.122, 0.131], [1.535, -0.102, -0.870], [0.224, 0.567, -0.120], [-0.963, -0.307, -0.256], [-0.503, 0.134, 1.056], [0.228, 1.633, -0.328], [-1.897, 0.127, -0.605], [-0.775, -1.336, -0.577], [-0.015, -0.594, 1.568]], "lowdin_charge": [0.16, -0.12, -0.33, -0.16, 0.03, 0.12, 0.10, 0.11, 0.10], "homo_ev": -10.29, "orbital_gap_ev": 10.23}

So which one is most stable? That would be c, about 42.7 kJ/mol below the next structure.

## a
{"formula": "C4H14N2O", "method": "ωB97M-V/def2-TZVPD", "species": ["C", "N", "C", "C", "C", "N", "H", "H", "H", "H", "H", "H", "H", "H", "H", "H", "H", "H", "H", "H", "O"], "xyz": [[-0.157, -1.528, -0.721], [0.543, -0.710, 0.242], [-0.131, 0.416, 0.846], [0.577, 1.717, 0.395], [-0.012, 2.052, -1.009], [-1.307, 2.694, -0.982], [0.263, -2.535, -0.692], [-1.182, -1.590, -0.435], [-0.056, -1.163, -1.811], [1.516, -0.537, 0.114], [-0.160, 0.260, 1.948], [-1.151, 0.499, 0.489], [1.648, 1.678, 0.518], [0.417, 2.650, 0.970], [0.066, 1.130, -1.630], [0.728, 2.739, -1.444], [-2.043, 1.926, -0.803], [-1.448, 3.272, -0.165], [0.319, -4.596, 2.069], [1.247, -4.073, 0.966], [0.326, -4.301, 1.138]], "lowdin_charge": [-0.14, -0.14, -0.25, -0.19, -0.32, -0.02, 0.05, 0.07, 0.09, 0.10, 0.11, 0.09, 0.09, 0.10, 0.10, 0.10, 0.10, 0.06, 0.05, 0.03, -0.07], "homo_ev": -8.17, "orbital_gap_ev": 9.06}

## b
{"formula": "C4H14N2O", "method": "ωB97M-V/def2-TZVPD", "species": ["C", "C", "C", "N", "C", "N", "H", "H", "H", "H", "H", "H", "H", "H", "H", "H", "H", "H", "H", "H", "O"], "xyz": [[0.628, -0.554, 1.090], [0.609, 0.402, -0.117], [0.820, -0.217, -1.492], [-0.057, 0.251, -2.574], [2.012, -0.562, 1.956], [2.956, 0.209, 1.156], [0.361, -1.610, 0.964], [-0.139, -0.132, 1.736], [1.126, 1.320, 0.022], [-0.468, 0.674, -0.281], [0.668, -1.330, -1.395], [1.876, -0.312, -1.768], [0.093, -0.313, -3.417], [-0.889, -0.287, -2.306], [1.769, -0.144, 2.939], [2.245, -1.590, 2.161], [3.354, -0.224, 0.336], [3.771, 0.508, 1.688], [-7.049, 0.965, 0.420], [-6.632, 1.235, -0.924], [-7.054, 1.711, -0.193]], "lowdin_charge": [-0.17, -0.23, -0.34, -0.02, -0.24, -0.02, 0.10, 0.08, 0.09, 0.11, 0.11, 0.10, 0.07, 0.06, 0.10, 0.08, 0.07, 0.07, 0.03, 0.04, -0.07], "homo_ev": -9.20, "orbital_gap_ev": 10.09}

## c
{"formula": "C4H14N2O", "method": "ωB97M-V/def2-TZVPD", "species": ["C", "C", "C", "N", "C", "N", "H", "H", "H", "H", "H", "H", "H", "H", "H", "H", "H", "H", "H", "H", "O"], "xyz": [[0.040, -2.311, -0.590], [-0.461, -1.678, 0.792], [-1.083, -0.332, 0.463], [-0.168, 0.711, 0.011], [-0.823, 1.997, -0.077], [-0.172, 2.910, -0.935], [-0.774, -2.751, -1.181], [0.581, -1.588, -1.156], [0.667, -3.240, -0.264], [0.407, -1.383, 1.304], [-1.214, -2.323, 1.282], [-1.958, -0.432, -0.295], [-1.589, 0.242, 1.336], [0.465, 0.703, 0.796], [-0.967, 2.413, 0.928], [-1.880, 1.816, -0.568], [-0.868, 3.637, -1.269], [0.447, 2.659, -1.665], [3.834, -0.250, 0.175], [2.420, -0.549, 0.146], [3.096, -0.251, 0.769]], "lowdin_charge": [-0.10, -0.22, -0.31, -0.09, -0.38, -0.02, 0.06, 0.04, 0.10, 0.07, 0.12, 0.13, 0.13, 0.09, 0.11, 0.14, 0.10, 0.05, 0.02, 0.01, -0.05], "homo_ev": -8.72, "orbital_gap_ev": 9.68}

## d
{"formula": "C4H14N2O", "method": "ωB97M-V/def2-TZVPD", "species": ["C", "N", "C", "C", "C", "N", "H", "H", "H", "H", "H", "H", "H", "H", "H", "H", "H", "H", "H", "H", "O"], "xyz": [[1.919, 1.141, -1.475], [0.924, 1.624, -0.557], [-1.098, 0.231, -0.817], [0.046, 0.676, 0.121], [0.834, -0.551, 0.603], [0.010, -1.410, 1.451], [1.433, 0.465, -2.187], [2.248, 1.969, -2.103], [2.732, 0.612, -0.975], [1.107, 2.459, -0.027], [-2.070, 0.347, -0.352], [-1.002, -0.780, -1.204], [-1.137, 0.914, -1.645], [-0.373, 1.180, 0.992], [1.216, -1.156, -0.218], [1.737, -0.164, 1.101], [-0.525, -0.867, 2.115], [0.577, -2.106, 1.913], [-2.105, -1.780, 1.140], [-3.429, -1.084, 0.756], [-3.043, -1.721, 1.368]], "lowdin_charge": [-0.14, -0.12, -0.06, -0.39, -0.27, 0.00, 0.08, 0.08, 0.07, 0.10, 0.05, 0.08, 0.07, 0.14, 0.11, 0.11, 0.07, 0.08, -0.02, 0.02, -0.08], "homo_ev": -8.49, "orbital_gap_ev": 9.41}

So which one is most stable? That would be d, about 71.5 kJ/mol below the next structure.

## a
{"formula": "C4H10I2N", "method": "ωB97M-V/def2-TZVPD", "species": ["C", "C", "C", "C", "N", "I", "I", "H", "H", "H", "H", "H", "H", "H", "H", "H", "H"], "xyz": [[1.042, 0.150, -1.441], [-0.708, -0.169, 1.854], [0.692, -0.581, -0.188], [-1.517, 2.103, -0.115], [0.010, 0.397, 0.734], [-3.372, 1.416, 0.154], [-0.686, 3.572, 1.047], [0.640, 1.226, -1.585], [2.122, 0.280, -1.450], [0.783, -0.383, -2.348], [-0.085, -0.010, 2.727], [-1.469, 0.594, 2.102], [-0.952, -1.237, 1.715], [1.557, -1.020, 0.140], [-0.103, -1.314, -0.391], [-1.122, 2.066, -1.156], [0.608, 1.143, 1.048]], "lowdin_charge": [-0.08, -0.12, -0.20, -1.24, -0.15, 1.07, 1.00, 0.09, 0.08, 0.08, 0.09, 0.02, 0.11, 0.10, 0.13, -0.03, 0.05], "homo_ev": [-13.72, -13.72], "charge": 1, "orbital_gap_ev": [7.77, 7.77]}

## b
{"formula": "C4H10I2N", "method": "ωB97M-V/def2-TZVPD", "species": ["C", "C", "C", "C", "N", "I", "I", "H", "H", "H", "H", "H", "H", "H", "H", "H", "H"], "xyz": [[1.612, 1.020, 1.569], [1.358, 0.756, 0.103], [-0.291, -0.514, -1.294], [-2.560, -0.827, -0.901], [0.344, -0.497, -0.009], [-2.857, -2.727, -0.120], [-2.888, 0.899, 0.262], [2.336, 0.338, 2.075], [1.882, 2.081, 1.727], [0.697, 0.898, 2.176], [2.258, 0.448, -0.300], [0.981, 1.570, -0.564], [-0.162, 0.420, -1.767], [-0.179, -1.421, -2.027], [-2.525, -0.806, -1.907], [0.513, -1.454, 0.363], [-0.521, -0.187, 0.614]], "lowdin_charge": [-0.08, -0.12, -0.13, -1.20, -0.05, 0.84, 0.89, 0.10, 0.10, 0.08, 0.09, 0.14, 0.06, 0.13, -0.10, 0.19, 0.07], "homo_ev": [-12.56, -12.56], "charge": 1, "orbital_gap_ev": [8.35, 8.35]}

So which one is most stable? That would be a, about 66.1 kJ/mol below the next structure.

## a
{"formula": "C2H6N2OS", "method": "ωB97M-V/def2-TZVPD", "species": ["C", "C", "H", "H", "H", "H", "H", "H", "N", "N", "O", "S"], "xyz": [[-2.248, -0.131, 0.294], [0.243, 0.652, -0.068], [-2.319, 0.033, 1.382], [-2.995, -0.851, -0.061], [-2.370, 0.783, -0.272], [2.211, 1.260, -0.038], [1.781, -1.224, 1.071], [2.177, -1.374, -0.650], [1.602, 0.437, -0.019], [2.204, -0.739, 0.229], [-0.268, 1.741, -0.062], [-0.685, -0.848, -0.235]], "lowdin_charge": [-0.39, -0.81, 0.06, 0.03, 0.03, 0.15, 0.10, 0.12, -0.14, -0.06, 0.00, 0.90], "homo_ev": -9.31, "orbital_gap_ev": 9.98}

## b
{"formula": "C2H6N2OS", "method": "ωB97M-V/def2-TZVPD", "species": ["C", "C", "H", "H", "H", "H", "H", "H", "N", "N", "O", "S"], "xyz": [[1.520, 0.230, 0.881], [0.285, -0.195, 0.125], [1.563, -0.151, 1.891], [1.474, 1.330, 0.915], [2.393, -0.064, 0.367], [-0.984, 0.648, 1.504], [-2.635, 0.442, -1.045], [-0.449, -1.766, -2.310], [-0.981, 0.310, 0.528], [0.472, -0.905, -0.917], [-0.725, -1.258, -1.519], [-1.931, 1.379, -0.418]], "lowdin_charge": [-0.03, -0.48, 0.07, 0.09, 0.06, 0.08, -0.16, 0.11, -0.39, 0.02, -0.10, 0.74], "homo_ev": -8.74, "orbital_gap_ev": 9.56}

So which one is most stable? That would be a, about 144.6 kJ/mol below the next structure.

## a
{"formula": "C2H6N2OS", "method": "ωB97M-V/def2-TZVPD", "species": ["C", "C", "H", "H", "H", "H", "H", "H", "N", "N", "O", "S"], "xyz": [[2.061, 0.167, 0.211], [-0.523, -0.320, -0.304], [2.558, 0.827, -0.593], [1.121, 0.931, 0.632], [3.001, -0.095, 1.032], [0.184, 1.396, -0.412], [-1.702, -1.655, 0.841], [-2.527, 0.530, -0.530], [-0.717, 0.985, -0.417], [-1.657, -1.166, -0.035], [-2.889, -0.392, -0.024], [1.090, -1.209, -0.401]], "lowdin_charge": [-0.50, -0.65, 0.04, 0.08, 0.11, -0.02, 0.12, 0.15, 0.05, -0.08, -0.14, 0.83], "homo_ev": -9.22, "orbital_gap_ev": 9.76}

## b
{"formula": "C2H6N2OS", "method": "ωB97M-V/def2-TZVPD", "species": ["C", "C", "H", "H", "H", "H", "H", "H", "N", "N", "O", "S"], "xyz": [[-0.212, 0.499, 0.111], [1.244, 0.639, 0.517], [-1.991, -0.285, -1.016], [-2.569, -0.473, 0.360], [-0.165, -1.469, 0.374], [1.541, 1.651, 0.264], [1.269, 0.524, 1.620], [1.869, -0.340, -1.480], [-2.001, -0.945, -0.291], [-0.780, -0.717, 0.349], [-0.703, 1.384, -0.526], [2.499, -0.468, -0.281]], "lowdin_charge": [-0.59, -0.46, 0.05, 0.07, 0.09, 0.07, 0.09, -0.12, 0.06, -0.02, 0.08, 0.68], "homo_ev": -9.62, "orbital_gap_ev": 10.39}

So which one is most stable? That would be b, about 291.4 kJ/mol below the next structure.

## a
{"formula": "BrFS", "method": "ωB97M-V/def2-TZVPD", "species": ["F", "S", "Br"], "xyz": [[-1.610, 0.533, -0.001], [-0.162, -0.760, 0.002], [1.772, 0.228, 0.000]], "lowdin_charge": [-0.55, 0.34, 0.21], "homo_ev": -10.04, "orbital_gap_ev": 7.98}

## b
{"formula": "BrFS", "method": "ωB97M-V/def2-TZVPD", "species": ["F", "S", "Br"], "xyz": [[1.328, -0.823, -0.785], [-0.852, 0.464, -0.613], [-0.475, 0.359, 1.398]], "lowdin_charge": [-0.55, 0.24, 0.31], "homo_ev": [-10.54, -10.53], "orbital_gap_ev": [6.68, 6.68]}

So which one is most stable? That would be a, about 211.9 kJ/mol below the next structure.